Computed, not measured: a 2-piece molecular cluster, C5H11NO5 overall, with ωB97M-V with the def2-TZVPD basis set.

```
! wB97M-V def2-TZVPD RIJCOSX def2/J DEFGRID3
* xyz 0 1
C 3.2907 0.4682 -0.1838
C 1.9127 0.4700 0.5016
C 0.9920 -0.6749 0.2082
O 0.8103 -1.5492 1.2094
N 0.4863 -0.9607 -0.9645
O -0.3088 -1.9394 -1.2050
O 0.6459 0.0219 -1.9814
H 3.6863 1.4353 0.0872
H 3.7581 -0.3054 0.3340
H 3.1248 0.2710 -1.2735
H 2.1006 0.3194 1.4711
H 1.3617 1.3600 0.4315
H 0.2267 -2.2022 0.9827
H -0.2041 0.2503 -2.2161
C -3.3351 0.8797 0.9810
C -2.2992 0.2865 -0.0227
O -1.3615 0.9356 -0.3656
O -2.5264 -0.8745 -0.5007
H -3.7615 1.7875 0.5523
H -4.0873 0.0670 1.2818
H -2.7235 1.1959 1.8191
H -1.7887 -1.2420 -1.1464
*
```

Summary:
Orbital gap (eV): 9.63
HOMO energy (hartree): -0.3271
Energy relative to the best compared isomer or geometry (same formula, charge and spin) (kcal/mol): 17.0
SMILES: CC/C(O)=[N+](/[O-])O.CC(=O)O

Here are the Löwdin charges for atoms 1 to 6, given in e: atom 1 (C): -0.038, atom 2 (C): -0.142, atom 3 (C): -0.254, atom 4 (O): 0.172, atom 5 (N): -0.225, atom 6 (O): -0.079